Record 1
Formula: C4H7NaO3
Source: the OMol25 dataset
Level of theory: ωB97M-V with the def2-TZVPD basis set

Computed properties:
Total charge: +1
Multiplicity: 2
Total energy: -544.37689 a.u.
LUMO level (alpha / beta): -4.513 / -4.523 eV
Frontier orbital gap (alpha / beta): 0.235 / 0.382 hartree

```
15
Properties=species:S:1:pos:R:3:forces:R:3
Na -0.0358 2.9216 2.5083 -0.24 -0.45 -0.34
O -0.4427 -0.2483 -0.6645 1.24 4.05 1.04
O -1.0277 1.0033 1.2539 0.24 0.15 -0.73
O 0.6332 1.7106 0.0315 -0.24 0.24 -0.32
C 1.4335 1.6630 -1.1637 0.31 -0.28 -0.56
C -0.3652 0.8805 0.2399 -0.60 -3.44 0.19
C -1.1011 -1.4118 -0.4112 -0.68 -0.82 0.17
C -0.6939 -2.2498 0.7387 -0.06 0.07 0.14
H -1.2044 -3.2187 0.6741 0.17 0.28 0.08
H 1.9528 0.7010 -1.2134 -0.14 0.23 -0.06
H -1.5406 -1.8375 -1.3169 0.18 0.35 0.35
H -0.9557 -1.7752 1.6955 0.06 -0.15 -0.13
H 0.7962 1.8083 -2.0415 0.20 -0.05 0.19
H 0.3962 -2.4241 0.7367 -0.23 -0.01 0.00
H 2.1553 2.4771 -1.0674 -0.22 -0.18 -0.03
```
Positions in Å, forces in eV/Å.

These are the Löwdin partial charges, in e, on atoms 1 to 6: Na 0.876; O 0.016; O 0.088; O -0.020; C 0.008; C -0.477



Record 2
Formula: C4H7O
Source: the OMol25 dataset
Level of theory: ωB97M-V with the def2-TZVPD basis set

Computed properties:
Total charge: +1
Total energy: -231.43235 a.u.
LUMO level: -3.337 eV
Frontier orbital gap: 0.433 hartree

```
12
Properties=species:S:1:pos:R:3:forces:R:3
O -0.2348 -0.0516 0.3394 -3.94 1.39 1.18
C 1.6485 -0.1598 -0.0898 4.93 -3.07 -0.27
C -1.6705 -0.1734 -0.0531 0.89 3.42 3.01
C 0.7619 -0.9931 0.4247 2.20 0.53 -1.27
C 0.7499 0.9077 -0.2518 -0.97 3.61 1.43
H -1.8261 0.7625 -0.5224 -0.36 0.27 -1.62
H 2.7337 -0.2604 -0.3138 -1.13 0.20 0.40
H -2.2284 0.0007 0.8530 0.01 -0.39 0.70
H -1.9324 -1.0751 -0.4132 -0.33 -2.85 -2.03
H 0.6518 -1.9564 0.7962 -0.39 -1.40 0.63
H 0.9467 1.8502 0.4671 -0.85 -2.10 -1.69
H 0.3996 1.1488 -1.2361 -0.06 0.38 -0.47
```
Positions in Å, forces in eV/Å.

These are the Löwdin partial charges, in e, on atoms 1 to 6: O -0.133; C -0.007; C 0.145; C 0.026; C -0.011; H 0.111



Record 3
Formula: C4H7O2
Source: the OMol25 dataset
Level of theory: ωB97M-V with the def2-TZVPD basis set

Computed properties:
Total charge: -1
SMILES: [O-]/C=C\CCO
Total energy: -307.06991 a.u.
LUMO level: 4.092 eV
Frontier orbital gap: 0.241 hartree

```
13
Properties=species:S:1:pos:R:3:forces:R:3
O -1.5449 -0.3129 2.1465 0.32 0.26 -0.26
O 1.4254 0.3939 -2.1417 -0.78 -0.17 1.32
C -1.4637 -0.8594 1.0110 -1.57 -2.17 0.26
C -0.7052 -0.5720 -0.0816 1.40 1.07 -0.01
C 0.2605 0.5530 0.1155 1.45 1.19 -1.86
C 1.5904 0.5719 -0.6727 0.38 -0.98 -1.26
H -2.1137 -1.8098 0.8764 0.36 0.78 -0.04
H -0.0710 1.5451 -0.2890 -0.71 -0.25 1.09
H 2.3003 -0.2251 -0.3727 -0.21 0.41 0.16
H 0.6131 0.5925 1.1428 -0.56 0.46 0.34
H -0.6881 -1.0816 -1.0407 -0.49 -0.39 0.32
H 0.5780 -0.0765 -2.1429 0.22 0.04 -0.54
H 2.0391 1.5690 -0.6213 0.19 -0.25 0.48
```
Positions in Å, forces in eV/Å.

These are the Löwdin partial charges, in e, on atoms 1 to 6: O -0.188; O -0.141; C -0.512; C -0.196; C -0.261; C -0.264



Record 4
Formula: C4H7O2
Source: the OMol25 dataset
Level of theory: ωB97M-V with the def2-TZVPD basis set

Computed properties:
Total charge: 0
Multiplicity: 2
Total energy: -306.98428 a.u.
LUMO level (alpha / beta): 0.736 / -1.502 eV
Frontier orbital gap (alpha / beta): 0.372 / 0.300 hartree

```
13
Properties=species:S:1:pos:R:3:forces:R:3
O 0.9512 -1.5082 -1.9159 -0.30 -0.66 -1.16
O -0.0866 2.4362 1.5748 -1.31 -0.29 0.06
C -0.9834 0.4261 0.6229 -0.71 0.40 0.01
C 0.0111 1.3240 1.0508 2.81 0.33 -0.29
C 0.5670 -1.4004 -0.5761 0.41 1.52 0.50
C -0.8562 -0.8452 -0.1803 1.30 -0.29 -0.04
H 0.6667 -2.4205 -0.2093 -0.04 0.12 0.08
H 1.0684 1.0849 0.7990 -0.25 -0.57 0.07
H 0.9549 -0.7380 -2.4963 -0.23 0.28 0.81
H 1.2899 -0.7712 -0.0606 0.30 -0.18 0.26
H -1.4294 -0.5642 -1.0470 -0.46 -0.75 -0.70
H -1.1849 -1.7867 0.2778 -1.30 0.84 0.27
H -1.9402 0.9578 0.6383 -0.21 -0.75 0.12
```
Positions in Å, forces in eV/Å.

These are the Löwdin partial charges, in e, on atoms 1 to 6: O -0.060; O 0.023; C 0.007; C -0.323; C -0.260; C -0.140



Record 5
Formula: C4H7O2Rb
Source: the OMol25 dataset
Level of theory: ωB97M-V with the def2-TZVPD basis set

Computed properties:
Total charge: 0
Total energy: -331.01256 a.u.
LUMO level (alpha / beta): -0.604 / -0.604 eV
Frontier orbital gap (alpha / beta): 0.176 / 0.176 hartree

```
14
Properties=species:S:1:pos:R:3:forces:R:3
Rb -1.9307 -1.0523 -2.5803 0.56 -0.21 0.86
O -1.4373 -2.6388 -0.0434 1.99 0.81 1.13
O -0.9455 1.7146 -1.3496 -0.22 0.05 0.47
C 0.8195 -1.8462 -0.1291 1.76 0.01 -1.73
C 0.4495 1.6278 0.6192 0.30 -1.12 1.13
C -0.4746 2.2477 -0.3613 0.64 -0.65 -1.93
C -0.3979 -2.0755 0.5016 -2.19 -1.38 -0.65
H -0.4031 -1.9879 1.6100 -0.81 0.92 -0.09
H 1.4365 -2.6953 -0.4547 -1.02 -0.02 -0.78
H 0.8982 2.5203 1.0940 -1.47 -0.50 1.93
H -0.0970 0.6218 0.9935 0.84 2.76 0.46
H 1.3732 -0.9314 -0.3427 -0.14 0.10 1.41
H -0.7517 3.3013 -0.1464 -0.01 -0.24 0.09
H 1.4608 1.1939 0.5893 -0.24 -0.54 -2.29
```
Positions in Å, forces in eV/Å.

These are the Löwdin partial charges, in e, on atoms 1 to 6: Rb 0.877; O -0.254; O -0.056; C -0.147; C -0.069; C -0.315



Record 6
Formula: C4H7O2S2
Source: the OMol25 dataset
Level of theory: ωB97M-V with the def2-TZVPD basis set

Computed properties:
Total charge: -1
SMILES: CSSCCC(=O)[O-]
Total energy: -1103.52922 a.u.
LUMO level: 2.850 eV
Frontier orbital gap: 0.258 hartree

```
15
Properties=species:S:1:pos:R:3:forces:R:3
S -1.2412 0.5520 -0.5018 -0.31 0.07 -0.39
S -2.5383 -0.6821 0.4768 0.13 -0.21 0.61
O 2.5514 1.6698 -1.3599 0.04 0.05 0.16
O 1.3655 3.4033 -0.5377 0.10 0.09 0.24
C 1.2340 1.2893 0.5735 0.40 0.19 0.02
C -1.9844 -2.3539 0.0449 -0.44 0.11 -0.30
C 1.7933 2.2330 -0.5322 -0.02 -0.35 -0.53
C 0.4662 0.1197 -0.0398 -0.21 0.36 0.47
H -2.8329 -3.0305 0.1086 -0.21 -0.01 0.26
H 0.5203 -0.7254 0.6441 -0.47 -0.22 -0.14
H 2.0380 0.8310 1.1608 0.26 0.21 -0.24
H -1.2017 -2.7103 0.7081 0.17 0.07 -0.16
H 0.8628 -0.1609 -1.0096 0.61 -0.03 0.13
H -1.7036 -2.3476 -1.0009 0.43 -0.04 -0.12
H 0.6707 1.9128 1.2651 -0.46 -0.28 0.01
```
Positions in Å, forces in eV/Å.

These are the Löwdin partial charges, in e, on atoms 1 to 6: S 0.470; S 0.364; O -0.101; O -0.083; C -0.214; C -0.496



Record 7
Formula: C4H7O3
Source: the OMol25 dataset
Level of theory: ωB97M-V with the def2-TZVPD basis set

Computed properties:
Total charge: -1
Total energy: -382.39495 a.u.
LUMO level: 4.167 eV
Frontier orbital gap: 0.314 hartree

```
14
Properties=species:S:1:pos:R:3:forces:R:3
O 0.6700 -0.7669 0.8592 -0.06 -0.08 0.56
O -3.2295 -0.0943 0.9796 -0.03 -0.11 -0.07
O 0.5393 0.0739 -1.2108 -0.08 0.09 -0.20
C 2.3896 -1.3140 -0.6905 -0.04 0.01 -0.30
C -2.1429 0.2147 0.5345 0.11 0.17 0.05
C -1.6151 1.6128 0.5550 -0.02 0.20 -0.12
C 1.0786 -0.6039 -0.3061 0.21 0.07 -0.33
H -0.6721 1.6138 1.1062 -0.05 -0.01 -0.01
H -1.4263 -0.4913 0.0965 -0.27 -0.19 0.01
H 2.1812 -2.0730 -1.4510 -0.02 0.01 0.07
H 3.0759 -0.5989 -1.1447 0.03 0.06 0.00
H -1.3546 1.8959 -0.4672 0.08 -0.06 0.00
H -2.3452 2.3085 0.9681 0.01 -0.02 0.12
H 2.8513 -1.7773 0.1710 0.12 -0.14 0.20
```
Positions in Å, forces in eV/Å.

These are the Löwdin partial charges, in e, on atoms 1 to 6: O -0.087; O -0.017; O -0.096; C -0.057; C -0.319; C -0.074



Record 8
Formula: C4H7O3Ru
Source: the OMol25 dataset
Level of theory: ωB97M-V with the def2-TZVPD basis set

Computed properties:
Total charge: +1
Multiplicity: 7
Total energy: -476.65979 a.u.
LUMO level (alpha / beta): -3.489 / -7.945 eV
Frontier orbital gap (alpha / beta): 0.311 / 0.255 hartree

```
15
Properties=species:S:1:pos:R:3:forces:R:3
Ru 0.5389 1.9048 -0.8614 -0.81 1.39 -1.51
O 1.2488 -1.5203 0.4173 -0.51 1.47 -0.21
O 1.3746 0.8499 0.5932 1.43 -1.62 1.57
O -0.5894 0.0148 0.2969 1.55 -0.18 -0.01
C 1.4488 -1.0708 -0.9587 0.85 -2.83 -0.13
C -2.9201 -0.3207 0.0398 -0.04 0.34 -0.06
C -1.5693 -0.9953 0.0459 -0.80 -1.33 -0.02
C 0.7645 -0.2605 0.3515 -1.33 0.76 0.21
H -3.0375 0.3381 0.9100 -0.05 -0.40 -0.06
H 0.8219 -1.6622 -1.6360 -0.20 0.79 0.04
H -1.3973 -1.5143 -0.9073 0.21 0.32 0.11
H -1.4733 -1.7535 0.8343 -0.06 0.29 -0.06
H 2.5213 -1.1041 -1.1821 -0.36 0.94 -0.01
H -3.7036 -1.0898 0.0307 0.18 0.33 0.01
H -3.0233 0.3181 -0.8477 -0.06 -0.27 0.12
```
Positions in Å, forces in eV/Å.

These are the Löwdin partial charges, in e, on atoms 1 to 6: Ru 1.193; O 0.116; O -0.168; O -0.121; C 0.109; C -0.048